1.
A 13-piece molecular cluster, C41H105N3O13 overall. Source: the OMol25 dataset; level of theory: ωB97M-V/def2-TZVPD.

Geometry as XYZ:
```
162
Properties=species:S:1:pos:R:3:forces:R:3
C -5.6835 -1.2313 0.8981 0.965 -0.595 -0.348
C -4.5527 -1.9185 0.1199 -0.978 0.255 -1.029
O -3.3928 -1.1891 0.4156 0.591 -0.123 0.669
H -5.3543 -1.1280 1.9321 -0.113 -0.215 0.151
H -6.6096 -1.8046 0.8568 -0.076 0.383 -0.093
H -5.7306 -0.2125 0.5134 -0.613 -0.075 -0.080
H -4.6649 -1.8649 -0.9629 -0.718 0.528 -0.325
H -4.4874 -3.0045 0.1855 0.320 -0.207 1.211
H -2.7410 -1.3891 -0.2603 0.650 0.109 -0.162
C 0.5071 -6.3212 -1.2516 -1.295 -0.709 -0.691
C -0.6421 -5.6222 -2.0159 1.681 0.054 1.334
O 0.0192 -4.6431 -2.7851 0.142 0.554 -0.242
H 0.1138 -7.1580 -0.6745 0.070 -0.101 0.088
H 0.9912 -5.6341 -0.5575 0.143 0.085 -0.291
H 1.1628 -6.7125 -2.0295 0.420 0.047 0.387
H -1.2355 -5.1157 -1.2547 -0.799 -0.185 -0.239
H -1.1958 -6.2414 -2.7217 -0.208 -0.375 0.595
H -0.4948 -4.6276 -3.5958 0.246 0.503 -0.840
C 5.1741 0.7268 -1.6287 -0.132 -0.410 -0.226
C 5.4527 -0.4158 -0.6544 -1.637 0.137 0.487
O 6.3670 -0.0641 0.3443 1.636 0.325 0.112
H 4.2444 0.5380 -2.1654 0.013 -0.372 -0.174
H 5.9776 0.7534 -2.3647 -0.024 0.239 -0.007
H 5.0078 1.7287 -1.2330 0.420 -0.172 0.582
H 5.6777 -1.3303 -1.2031 0.592 0.060 -0.198
H 4.6046 -0.7002 -0.0316 -1.064 0.120 -0.645
H 6.7503 -0.8736 0.6896 0.149 0.072 0.073
C 2.9625 3.0368 -4.6065 1.954 1.932 -0.972
C 2.6838 1.6551 -4.8902 -2.491 -1.826 1.641
O 2.8797 1.3356 -6.2046 0.539 0.429 -1.333
H 2.3272 3.6937 -5.2006 -0.391 0.096 0.458
H 3.9256 3.1603 -5.1018 0.596 0.679 0.466
H 3.0259 3.2827 -3.5464 -0.178 0.085 -0.151
H 1.6329 1.5654 -4.6151 -0.704 -0.636 -0.082
H 3.1620 0.9692 -4.1910 0.673 -0.153 0.018
H 2.6332 0.4165 -6.3309 0.065 -0.338 0.127
C -3.5376 3.5655 1.7362 1.967 0.937 1.147
C -2.9977 2.1343 1.6914 -1.391 1.012 -0.261
O -3.5560 1.6471 0.5292 -1.013 -1.163 -1.973
H -4.5777 3.7605 1.9973 0.028 -0.627 -0.153
H -3.2473 4.1517 0.8643 -0.399 -0.517 -0.538
H -2.9119 4.0695 2.4727 -0.228 0.260 0.645
H -3.4057 1.5339 2.5045 0.597 0.127 0.528
H -1.9177 2.0712 1.5584 0.230 0.275 0.803
H -3.6378 0.6906 0.5312 0.284 -0.611 0.006
C -3.1051 -4.1895 -4.2318 -0.019 -0.876 0.372
C -2.4131 -4.5422 -5.5508 -0.913 1.576 0.293
O -1.0882 -4.9452 -5.3090 0.434 -0.857 0.379
H -3.3866 -5.1269 -3.7520 -0.080 -0.174 0.105
H -4.0405 -3.6407 -4.3410 0.182 0.154 -0.329
H -2.4844 -3.6902 -3.4877 0.213 0.372 -0.337
H -2.3249 -3.6504 -6.1713 -0.472 0.056 -0.262
H -3.0354 -5.2897 -6.0429 0.308 -0.154 -0.233
H -0.7896 -5.4885 -6.0420 0.162 -0.018 0.021
C -5.7184 1.9388 -2.5040 -1.634 1.273 -0.127
C -5.1199 3.2781 -2.1220 1.293 -1.865 -0.466
O -3.7861 3.0455 -1.7479 1.087 0.895 -0.196
H -5.2487 1.4742 -3.3710 0.271 -0.287 0.511
H -6.7139 2.2498 -2.8207 -0.495 -0.504 -0.269
H -5.8879 1.3708 -1.5893 0.437 -0.619 -0.299
H -5.7108 3.6606 -1.2898 -0.071 0.761 -0.262
H -5.0025 3.8580 -3.0374 -0.676 0.694 0.401
H -3.7222 2.4304 -1.0136 -0.174 -0.140 0.501
O 2.3926 -3.3685 -4.0218 0.284 0.382 -0.231
H 2.7114 -4.0899 -4.5642 0.184 -0.199 -0.141
H 1.8484 -3.7905 -3.3570 -0.548 -0.220 0.298
O 0.0617 1.0880 3.8761 -0.159 -0.105 0.288
H 0.4621 0.2800 3.5552 0.043 -0.174 -0.219
H 0.5568 1.7872 3.4490 0.102 0.271 -0.136
O 2.4511 -1.3630 -6.1131 0.066 0.102 -0.454
H 1.9294 -1.6132 -6.8756 -0.116 -0.062 -0.289
H 2.1752 -1.9680 -5.4246 -0.036 -0.338 0.702
C 1.5256 -1.6412 -0.6970 1.603 -0.478 0.608
C 0.2524 -0.9621 -0.2528 1.429 0.463 -0.011
C 0.6110 0.5443 -0.0428 -1.529 0.563 -1.886
C 0.5986 1.3536 -1.3631 1.018 -0.995 -0.379
C -0.6227 1.0938 -2.1987 -1.114 -0.912 1.064
C -0.9486 -0.4254 -2.5169 2.154 0.740 -1.049
N -0.7634 -1.2050 -1.2689 -2.069 3.076 0.515
O -1.1821 -2.5048 -1.3630 -0.209 -0.854 0.319
C -2.4056 -0.4072 -3.0314 -0.181 -1.212 1.361
C 0.0277 -0.9495 -3.6452 -0.980 -0.631 0.145
C -0.1382 -1.4907 1.1250 -0.842 -0.781 0.589
H 1.4403 -2.7104 -0.8908 -0.240 -0.131 -0.306
H 2.2479 -1.6028 0.1184 0.125 0.001 0.266
H 2.0667 -1.1616 -1.5127 -0.457 -0.006 -0.291
H -0.2115 0.9822 0.5227 0.157 0.045 0.566
H 1.5889 0.7455 0.3947 -0.146 -0.591 0.497
H 1.4482 1.0576 -1.9784 0.526 0.101 0.065
H 0.7302 2.4086 -1.1224 -0.165 0.021 -0.136
H -0.6692 1.7050 -3.1001 0.045 -0.178 -0.050
H -1.4435 1.3821 -1.5420 -0.487 0.347 -0.249
H -2.8507 -1.4003 -3.0929 0.441 -0.409 -0.445
H -3.0112 -0.0102 -2.2168 -0.115 0.782 -0.227
H -2.5752 0.0907 -3.9861 0.287 0.255 0.286
H -0.3765 -0.6761 -4.6199 0.456 0.691 -0.082
H 1.0930 -0.7544 -3.5224 -0.178 0.705 -0.039
H 0.0196 -2.0343 -3.7508 -0.362 -0.369 0.530
H -0.4324 -2.5402 1.1320 -0.063 -0.230 -0.420
H -0.9844 -0.9832 1.5881 -0.107 0.321 -0.321
H 0.6593 -1.4645 1.8676 0.507 0.397 -0.273
H -0.3840 -3.0265 -1.4749 0.236 -0.635 -0.665
C 2.2286 -3.2637 4.1237 -0.333 0.373 0.663
C 1.4052 -3.9821 5.2167 0.832 0.031 -1.347
C 1.4614 -5.5006 4.9583 -0.168 -0.454 -0.411
C 1.2193 -6.3391 6.1633 0.109 0.314 1.193
C 2.1041 -5.9033 7.3613 -0.931 -0.838 -1.342
C 1.9319 -4.4307 7.7254 2.110 0.306 1.529
N 2.0746 -3.5820 6.4914 -2.912 -1.705 0.443
O 2.2884 -2.2654 6.6680 -0.278 -0.827 -0.342
C 0.6581 -4.1619 8.5713 -0.721 0.064 -1.144
C 3.1946 -4.0537 8.6112 -0.735 -0.205 -0.585
C -0.0629 -3.5409 5.0908 -0.212 0.919 0.121
H 3.2765 -3.4754 4.3361 0.120 -0.154 -0.657
H 2.0961 -2.1850 4.2069 -0.061 0.009 -0.103
H 1.8757 -3.5693 3.1387 0.365 -0.191 0.085
H 0.6334 -5.7016 4.2785 0.075 0.156 -0.264
H 2.3311 -5.9092 4.4437 0.482 0.795 -0.001
H 1.4075 -7.3937 5.9620 -0.145 0.059 -0.062
H 0.1692 -6.2166 6.4288 -0.097 -0.282 0.326
H 3.1497 -6.1277 7.1503 0.081 0.098 -0.074
H 1.7846 -6.6012 8.1351 0.233 0.621 0.663
H 0.8659 -4.3931 9.6160 0.120 0.390 -0.111
H 0.2327 -3.1740 8.3948 0.500 0.324 0.519
H -0.1815 -4.7924 8.2785 0.218 -0.422 -0.203
H 3.2279 -4.7829 9.4207 0.040 0.176 0.033
H 4.0953 -4.1839 8.0113 0.126 0.000 0.034
H 3.1650 -3.0401 9.0109 -0.153 -0.115 0.065
H -0.8285 -4.1399 5.5839 0.374 -0.080 0.365
H -0.3081 -3.5717 4.0292 0.183 -0.147 -0.083
H -0.1697 -2.4886 5.3544 -0.104 0.004 0.277
H 3.2482 -2.2460 6.6747 0.857 0.841 0.379
C -1.1801 5.2301 -2.2665 -0.556 0.420 1.080
C -0.2397 5.7012 -1.0711 -0.029 -0.758 -1.340
C 1.2261 5.4147 -1.5130 -1.118 -0.371 -0.065
C 2.3088 6.1235 -0.7868 -0.070 0.882 -0.248
C 2.0249 7.6428 -0.6538 0.342 -2.035 0.000
C 0.6153 7.9375 -0.1206 -1.041 0.895 1.367
N -0.4299 7.1443 -0.8808 2.512 0.382 -1.056
O -1.7339 7.4480 -0.5172 0.082 -0.002 0.225
C 0.4807 7.6867 1.4673 0.596 -0.494 -1.380
C 0.3271 9.4329 -0.3953 -0.540 -0.185 0.331
C -0.5152 4.9082 0.2259 0.306 -0.395 0.187
H -2.2080 5.4347 -1.9671 -0.119 -0.288 0.106
H -1.1308 4.1674 -2.5038 0.249 -0.117 0.417
H -1.1114 5.7518 -3.2211 0.787 0.411 0.232
H 1.4907 4.3690 -1.3561 -0.677 -0.402 -0.370
H 1.2855 5.6165 -2.5825 0.085 0.089 -0.047
H 3.1719 5.8941 -1.4117 0.529 0.527 0.288
H 2.5197 5.6845 0.1884 -0.165 -0.027 0.178
H 2.1524 8.0906 -1.6393 0.037 0.254 0.118
H 2.8356 7.8955 0.0296 -0.368 1.193 0.055
H -0.5629 7.7391 1.7777 -0.017 -0.226 -0.143
H 0.9133 6.6980 1.6207 -0.371 -0.139 0.381
H 1.0270 8.3313 2.1558 0.195 0.491 -0.540
H -0.5527 9.7756 0.1493 -0.068 -0.154 0.149
H 1.1539 10.0566 -0.0551 0.147 -0.082 -0.144
H 0.0859 9.6254 -1.4407 0.382 -0.148 -0.122
H -1.2361 5.3536 0.9115 -0.043 0.116 0.005
H 0.4249 4.8253 0.7713 -0.001 0.132 0.211
H -0.8426 3.8763 0.0994 -0.176 -0.011 -0.510
H -1.9045 6.7585 0.1286 -0.806 0.038 0.593
```
Positions in Å, forces in eV/Å.

Properties
Multiplicity: 2
HOMO level (alpha / beta) (eV): -9.11 / -9.11
Net charge: +1
HOMO-LUMO gap (alpha / beta) (hartree): 0.23235 / 0.08444

---

2.
A 2-piece molecular cluster, C5H11NO overall. Source: the OMol25 dataset; level of theory: ωB97M-V/def2-TZVPD.

Geometry as XYZ:
```
18
Properties=species:S:1:pos:R:3:forces:R:3
C -1.3663 1.7267 -1.2957 -0.068 0.004 0.007
C 1.5445 0.6472 -0.8845 0.099 -0.058 0.052
N 0.7799 -0.2192 -0.2941 -0.074 0.081 0.132
C 0.1363 -1.5001 -0.5897 -0.019 -0.216 -0.250
C -0.1105 -0.6522 0.5842 0.202 -0.007 0.079
C -0.2276 -0.7471 2.0558 -0.265 0.282 -0.096
O 0.5015 -1.8259 2.6297 0.334 -0.024 0.036
H -1.0110 1.3465 -2.2574 -0.124 0.127 0.111
H -0.8514 2.6640 -1.0667 -0.161 -0.096 -0.099
H -2.4469 1.8809 -1.3283 0.138 0.084 -0.060
H 1.8285 0.4634 -1.9121 0.028 -0.041 0.179
H 1.7927 1.5731 -0.3804 0.019 -0.190 0.013
H -0.5571 -1.4867 -1.4363 0.051 -0.062 0.157
H 0.8051 -2.3651 -0.5491 -0.013 0.132 -0.063
H -1.1451 0.9934 -0.5136 -0.195 0.229 -0.167
H 0.0560 0.2143 2.5097 -0.018 -0.139 -0.107
H -1.2720 -0.9331 2.3221 0.157 -0.002 -0.009
H 1.4330 -1.6843 2.4195 -0.091 -0.103 0.086
```
Positions in Å, forces in eV/Å.

Properties
HOMO level (eV): -7.28
Energy relative to the best compared isomer or geometry (same formula, charge and spin) (kJ/mol): 480.57
HOMO-LUMO gap (hartree): 0.29796

---

3.
One molecule with the formula C4H9NO2. Source: the OMol25 dataset; level of theory: ωB97M-V/def2-TZVPD.

Geometry as XYZ:
```
16
Properties=species:S:1:pos:R:3:forces:R:3
C -2.0746 -0.0575 -0.7363 -0.059 -0.029 -0.010
C -0.5787 0.2201 -0.7792 -0.067 -0.254 -0.110
O -0.3060 1.4863 -0.1719 -0.094 0.252 -0.156
C 0.2009 -0.8360 -0.0052 -0.055 -0.089 -0.028
C 1.7204 -0.7614 -0.0869 0.025 -0.106 0.121
O 2.4046 -1.7397 -0.3274 -0.183 0.289 0.191
N 2.2393 0.4660 0.2134 -0.027 -0.059 0.102
H -2.4237 -0.0192 0.3013 0.043 -0.024 -0.146
H -2.3073 -1.0436 -1.1505 0.043 0.136 0.030
H -2.6274 0.6929 -1.3131 0.076 -0.098 0.077
H -0.2268 0.2270 -1.8221 -0.050 0.036 0.130
H -0.6846 2.1754 -0.7313 0.054 -0.063 0.135
H -0.0607 -0.7337 1.0576 -0.009 -0.053 -0.141
H -0.0920 -1.8364 -0.3313 0.030 0.151 -0.019
H 3.1380 0.4892 0.6627 0.194 0.041 -0.320
H 1.5963 1.2307 0.3614 0.079 -0.131 0.144
```
Positions in Å, forces in eV/Å.

Properties
HOMO level (eV): -9.60
SMILES string: C[C@@H](O)CC(N)=O
Energy relative to the best compared isomer or geometry (same formula, charge and spin) (kJ/mol): 43.75
HOMO-LUMO gap (hartree): 0.37758